No. 1
ORCA calculation (ωB97M-V with the def2-TZVPD basis set) on a molecular structure, C2H6N2S.

ORCA input file:
```
! RIJCOSX wB97M-V def2-TZVPD def2/J DEFGRID3
* xyz 0 1
H -2.59 0.36 1.07
S 1.50 0.52 -2.42
H -1.50 1.36 1.61
C -1.55 0.31 1.16
H -1.41 -0.51 2.00
H 1.91 -1.47 -1.19
C 0.35 -0.53 0.08
N 1.17 -0.37 -0.99
H 0.45 -1.68 0.54
H 2.38 1.74 -1.99
N -0.71 0.26 0.12
*
```

Results
Relative energy (zero: lowest compared OMol25 entry of this formula, charge and spin) = 445.61 kJ/mol
Kohn-Sham gap = 8.78 eV

No. 2
ORCA calculation (ωB97M-V with the def2-TZVPD basis set) on a molecular structure, C32H30AsN3O2Ti.

ORCA input file:
```
! RIJCOSX wB97M-V def2-TZVPD def2/J DEFGRID3
* xyz 4 1
H 4.49 -4.02 -2.74
N -1.25 -1.41 -1.64
H 1.56 -2.40 -5.02
N 0.86 1.83 -1.64
C -1.09 4.45 3.26
C 2.84 -1.48 3.64
H 0.98 0.06 6.01
C -4.32 -0.83 1.00
H 3.01 -1.33 5.78
H -3.14 0.70 0.06
C 1.30 -0.26 5.03
As -0.22 0.32 1.01
C -0.86 -0.16 -4.67
C -0.25 -1.37 -4.79
H -3.08 3.71 3.64
H 1.47 4.80 -0.76
C -3.13 -2.40 2.40
C 0.92 2.98 -1.66
C 1.83 -0.29 -4.91
C 1.09 -1.44 -4.91
H -5.25 -2.47 2.06
H -1.94 -0.09 -4.60
C 4.77 -3.02 -2.41
O 0.81 -3.03 0.61
H -0.32 0.70 4.06
H 1.33 2.76 1.59
N 2.60 -1.61 -1.98
H 5.37 -2.54 -3.17
H -4.36 -1.87 -1.41
H -3.60 -3.41 -0.96
C -2.12 3.50 3.18
C -0.14 0.97 -4.67
C -3.59 -2.59 -1.68
H -0.01 4.86 -1.75
H -1.02 -2.08 2.58
H -0.83 -2.28 -4.81
H 1.82 1.80 -4.81
C 0.99 4.45 -1.68
C -2.28 -1.93 -1.66
O 3.17 0.60 0.61
C 0.56 0.10 3.89
C -0.66 2.00 1.94
H -1.26 5.39 3.77
H 5.35 -3.09 -1.48
C -1.91 2.29 2.52
C 2.11 -1.11 2.51
H 0.94 4.90 2.74
C 2.35 0.26 -0.10
H -5.26 -0.49 0.57
C 0.96 -0.29 2.59
H -3.79 -2.97 -2.68
C -1.93 -0.61 1.27
C 0.15 4.17 2.68
C -3.13 -0.16 0.70
C -1.94 -1.73 2.12
C 0.79 -2.14 -0.10
H -0.63 1.92 -4.60
H -3.12 -3.27 3.05
H -2.72 1.58 2.50
C -4.32 -1.95 1.84
H 3.72 -2.10 3.54
C 3.56 -2.23 -2.17
C 2.44 -1.05 4.90
Ti 0.76 -0.41 -1.45
C 1.23 0.90 -4.79
H 2.90 -0.33 -5.02
H 2.50 -1.51 1.59
H 1.58 4.77 -2.54
C 0.36 2.96 2.03
*
```

Results
Kohn-Sham gap (spin up / spin down) = 4.18 / 4.20 eV

No. 3
ORCA calculation (ωB97M-V with the def2-TZVPD basis set) on C5H6N2O in the gas phase.

ORCA input file:
```
! RIJCOSX wB97M-V def2-TZVPD def2/J DEFGRID3
* xyz 0 1
N 0.90 -0.88 -0.32
C -0.68 0.85 -0.90
H -2.61 0.98 0.09
H 0.78 -1.32 2.83
O -0.24 0.77 -2.04
H 2.41 -2.04 0.66
H -1.49 2.30 0.34
H -2.34 2.11 -1.31
H 1.07 -1.01 -1.34
C -1.81 1.57 -0.43
N -0.10 -0.05 1.40
C 0.01 0.01 0.06
C 0.76 -1.02 1.79
C 1.46 -1.54 0.73
*
```

Results
SMILES = CC(=O)c1ncc[nH]1
Relative energy (zero: lowest compared OMol25 entry of this formula, charge and spin) = 0.00 kJ/mol
Kohn-Sham gap = 9.52 eV